# 1
The molecule CH5NO, computed with ωB97M-V/def2-TZVPD.

Computed properties:
max |F|	2.39	eV/Å
E_HOMO	-9.73	eV

```
8
Properties=species:S:1:pos:R:3:nbo_charge:R:1
C -0.60418 0.48087 0.00388 -0.2721
O 0.68662 1.00212 -0.07410 -0.4099
N 1.57930 -0.15154 0.05336 -0.5360
H -1.23518 1.28264 0.44328 0.1937
H -0.63229 -0.46746 0.54007 0.1704
H -0.99971 0.23515 -0.96301 0.1631
H 1.10270 -0.81786 -0.63366 0.3412
H 1.61545 -0.40416 1.08443 0.3496
```

# 2
A structure of composition C3H3N3, computed with ωB97M-V/def2-TZVPD.

Computed properties:
max |F|	2.36	eV/Å
E_HOMO (spin up / spin down)	-10.07 / -10.00	eV

```
9
Properties=species:S:1:pos:R:3:nbo_charge:R:1
C 1.12764 -1.00248 -0.09740 0.0515
C 1.51171 -1.92749 -1.12736 0.4178
C 0.03762 -0.05026 -0.00502 -0.6434
N 2.38636 -2.83162 -0.91264 -0.3049
N 2.73978 -2.38391 0.27382 0.0091
N 2.03941 -1.31418 0.77385 -0.2460
H -0.63695 -0.39570 -0.74574 0.2284
H -0.30443 0.00210 1.00039 0.2493
H 0.42563 0.86686 -0.40327 0.2382
```

# 3
A structure of composition C16H22BBaBrO2, computed with ωB97M-V/def2-TZVPD.

Computed properties:
max |F|	5.55	eV/Å
total charge	-2
E_HOMO (spin up / spin down)	0.77 / 0.77	eV

```
43
Properties=species:S:1:pos:R:3:nbo_charge:R:1
C -2.16261 -0.77735 -2.18330 -0.4845
C -1.94218 -1.27465 -0.86259 -0.3309
C -2.14296 -0.21130 0.04819 -0.3065
H -1.66720 -2.29317 -0.57888 0.2135
C -2.49310 0.94292 -0.68602 -0.3573
C -2.55822 0.60506 -2.06067 -0.4499
H -2.89230 1.26924 -2.86487 0.1945
H -1.88507 -1.32606 -3.09275 0.2064
H -2.17029 -0.31078 1.14190 0.1946
H -2.83130 1.89403 -0.22517 0.1832
Ba 0.51070 0.16514 -2.72173 1.6377
Br 1.18780 -2.75607 -3.38556 -0.9239
C 2.36896 0.68667 -5.93907 -0.4279
C 1.26579 1.47997 -6.37823 -0.4077
C 0.28490 0.60618 -6.92453 -0.3759
H 1.21787 2.56830 -6.36650 0.1789
C 0.78378 -0.72781 -6.82718 -0.3549
C 2.09054 -0.66505 -6.27533 -0.3371
H 2.75148 -1.51043 -6.10955 0.2013
H 3.30083 1.04955 -5.50763 0.1825
H -0.65559 0.89898 -7.38910 0.1807
H 0.27201 -1.63262 -7.14674 0.1904
C -0.75279 1.58994 3.49975 -0.6311
C 0.54565 0.79397 3.52401 0.1918
C 1.48166 1.49278 4.48229 -0.6191
O 1.08001 0.88919 2.15954 -0.7989
B 0.51166 -0.17742 1.55959 0.4225
O 0.16257 -1.22872 2.32338 -0.7882
C 0.29811 -0.76278 3.71228 0.2068
C 1.47756 -1.46628 4.35414 -0.6266
C -0.93161 -1.23829 4.44832 -0.6199
H -1.24254 1.54550 4.47863 0.1812
H -1.45296 1.25463 2.72008 0.2359
H -0.49109 2.62855 3.26644 0.2079
H 1.60557 2.54053 4.18064 0.2109
H 1.01540 1.49200 5.47799 0.1836
H 2.47962 1.05382 4.57307 0.2114
H 1.52348 -1.16149 5.41555 0.1805
H 1.32710 -2.55388 4.31293 0.2094
H 2.43912 -1.23546 3.87484 0.2225
H -1.87575 -0.84627 4.05647 0.2187
H -0.98923 -2.33799 4.40842 0.2123
H -0.84536 -0.95311 5.50696 0.1810
```

# 4
The ion C3H10O4P with charge +1, computed with ωB97M-V/def2-TZVPD.

Computed properties:
max |F|	4.22	eV/Å
total charge	+1
E_HOMO	-14.68	eV

```
18
Properties=species:S:1:pos:R:3:nbo_charge:R:1
C -1.61803 -0.38159 -2.05707 0.2446
C 0.88152 -1.74097 1.04145 -0.2809
C 1.39113 2.01883 1.51411 -0.2382
O -1.81736 0.41038 -3.19549 -0.7087
O -0.67675 0.37612 -1.20873 -0.8443
O -0.40158 -0.96241 1.23401 -0.7431
O 0.75889 1.27871 0.46449 -0.8233
P -0.72542 0.79829 0.32472 1.6892
H -1.14851 0.52934 -3.91625 0.5133
H -2.68855 -0.43348 -1.63923 0.1925
H -1.10431 -1.27960 -2.11919 0.1714
H 1.68958 -1.29128 0.50139 0.2314
H 0.80104 -2.79651 0.57901 0.2310
H 1.14327 -1.76014 2.06198 0.2155
H 0.94087 2.94966 1.39968 0.2022
H 2.54076 2.19550 1.40446 0.2307
H 1.19897 1.62739 2.41068 0.1861
H -1.16552 -1.53824 1.19998 0.5306
```

# 5
The ion C6H13IN3 with charge +1, computed with ωB97M-V/def2-TZVPD.

Computed properties:
max |F|	5.33	eV/Å
total charge	+1
E_HOMO (spin up / spin down)	-12.59 / -12.65	eV

```
23
Properties=species:S:1:pos:R:3:nbo_charge:R:1
C 0.53941 2.11187 0.64046 -0.4546
N 0.30014 0.69911 0.60041 -0.1971
N 1.44033 -0.20071 0.65911 -0.0515
I 3.22215 0.32509 -0.90964 0.0311
N 0.93936 -1.36852 0.34345 -0.1080
C 1.64162 -2.48980 0.65101 -0.4394
C -0.29196 -1.26750 -0.07458 0.2194
C -0.74301 0.09956 -0.11690 0.0298
C -0.87463 0.74319 -1.60271 -0.5997
C -2.21411 0.32122 0.38732 -0.6117
H 1.60951 2.30744 0.85429 0.2603
H 0.29967 2.65088 -0.34582 0.2331
H -0.04348 2.50750 1.49027 0.2410
H 1.37860 -3.01091 1.58976 0.2614
H 2.69309 -2.08482 0.75699 0.2654
H 1.59664 -3.10372 -0.17046 0.2413
H -0.95329 -2.06879 -0.28049 0.2481
H -1.34998 0.11438 -2.34164 0.2400
H 0.10182 0.94196 -2.01427 0.2318
H -1.47228 1.55339 -1.59807 0.2266
H -2.94506 0.19309 -0.49552 0.2463
H -2.32070 1.36795 0.74361 0.2482
H -2.55387 -0.34185 1.23341 0.2384
```

# 6
A structure of composition C42H48As2N4OSTl, computed with ωB97M-V/def2-TZVPD.

Computed properties:
max |F|	0.74	eV/Å
total charge	+3
E_HOMO	-15.39	eV

```
99
Properties=species:S:1:pos:R:3:mulliken_charge:R:1
Tl 0.51389 0.68814 -0.15033 0.5564
C 0.73894 -3.25233 0.32733 0.5265
C -0.36041 -4.09261 0.31812 -0.8362
As -0.47130 -2.59258 -1.31124 0.8655
C -1.47358 -3.92546 -2.31460 0.3639
C -2.73488 -4.33201 -1.89302 -0.1192
C -3.45888 -5.18919 -2.70735 -0.7201
C -2.92447 -5.62714 -3.91659 -0.6044
C -1.66186 -5.21451 -4.31812 -0.5349
C -0.92339 -4.35227 -3.51723 -0.5673
C -1.86769 -1.53936 -0.46147 0.3856
C -2.89908 -1.08195 -1.28175 -1.0469
C -3.90183 -0.28484 -0.74652 -0.7425
C -3.87389 0.07034 0.59845 -0.6404
C -2.83973 -0.37111 1.41083 -0.5852
C -1.83230 -1.17476 0.88615 0.1174
As 3.33434 -0.29120 -0.80579 0.3051
C 2.88487 -0.96979 -2.53251 0.5216
C 3.28932 -2.27782 -2.81458 -0.3704
C 3.05116 -2.82463 -4.06728 -0.7845
C 2.37439 -2.08187 -5.02609 -0.5195
C 1.92674 -0.79269 -4.73481 -0.9159
C 2.19136 -0.23119 -3.49995 -0.3296
C 3.90675 1.46588 -1.19142 0.7142
C 3.96606 2.36312 -0.10882 -0.3656
C 4.44240 3.64288 -0.29867 -0.7801
C 4.89425 4.03256 -1.55924 -0.3999
C 4.87713 3.14187 -2.62736 -0.8002
C 4.38251 1.86131 -2.45388 -0.4177
H 1.68606 -3.59379 -0.07284 0.4414
H 0.78933 -2.39919 1.00613 -0.3653
H -1.20973 -3.92129 0.96760 0.3547
H -0.27487 -5.07340 -0.12638 0.4248
H -3.15558 -3.99345 -0.95499 0.4332
H -4.44189 -5.51804 -2.39325 0.4271
H -3.49917 -6.29409 -4.54601 0.4291
H -1.24935 -5.55634 -5.26001 0.4379
H 0.06079 -4.02316 -3.82627 0.3684
H -2.93814 -1.37036 -2.32614 0.6199
H -4.72146 0.04573 -1.37488 0.5098
H -4.66682 0.67933 1.01569 0.4807
H -2.81649 -0.10498 2.46097 0.5046
H -1.05079 -1.52364 1.54967 0.0929
H 3.82937 -2.85543 -2.07224 0.4784
H 3.39967 -3.82328 -4.29778 0.4804
H 2.20517 -2.50177 -6.01030 0.4650
H 1.39110 -0.22485 -5.48583 0.4788
H 1.87644 0.78280 -3.29044 0.6144
H 3.64056 2.04765 0.87752 0.5008
H 4.48510 4.33760 0.53042 0.4508
H 5.28308 5.03312 -1.70253 0.4389
H 5.25847 3.44519 -3.59407 0.4299
H 4.40116 1.16399 -3.27740 0.4887
C 1.05356 0.20260 6.73552 -1.0551
N 0.75399 0.53996 5.34324 -0.0928
N 0.93807 -0.33296 4.29394 0.6001
C 0.81176 0.35087 3.12201 0.5683
O 0.90958 -0.25551 1.99719 -0.0996
C 0.53445 1.69041 3.46296 -1.1370
C 0.51746 1.76202 4.84347 0.4654
C 0.29114 2.93140 5.73695 -1.6697
C 1.00660 -1.75241 4.44686 -0.0548
C 1.99634 -2.45136 3.77245 -0.3320
C 2.05408 -3.83283 3.89729 -0.6579
C 1.13855 -4.50485 4.69717 -0.6222
C 0.15115 -3.79378 5.36815 -0.7477
C 0.07443 -2.41451 5.23494 0.0647
H 1.56339 -0.75366 6.77713 0.4050
H 0.14259 0.14313 7.32734 0.3702
H 1.70608 0.96308 7.15540 0.3970
H 0.35511 2.50314 2.77466 0.3530
H -0.14658 3.74994 5.17061 0.3929
H 1.23027 3.28253 6.17035 0.3458
H -0.37919 2.67725 6.55772 0.3885
H 2.72182 -1.91565 3.17306 0.5076
H 2.83568 -4.38561 3.38971 0.5015
H 1.19585 -5.58120 4.80337 0.4664
H -0.56197 -4.31000 5.99815 0.4492
H -0.71283 -1.86066 5.73412 0.5343
C -3.87735 3.58278 -3.67918 -0.9276
C -2.40876 3.17055 -3.64717 -0.8915
N -1.96926 2.68248 -2.33205 0.0953
C -1.62473 3.45570 -1.29817 0.4115
S -1.24992 2.72890 0.22949 -0.2154
N -1.60764 4.76924 -1.45127 -0.0407
C -1.15772 5.76454 -0.46171 -0.6846
C -2.29843 6.27244 0.40801 -1.0272
H -4.14457 3.92053 -4.68149 0.3823
H -4.09148 4.39212 -2.97726 0.2952
H -4.52249 2.73946 -3.42465 0.2835
H -1.75930 3.99559 -3.94417 0.4554
H -2.22688 2.36582 -4.35599 0.3888
H -2.19871 1.73045 -2.09330 -0.0749
H -2.03788 5.14746 -2.28161 0.2223
H -0.70988 6.58362 -1.02069 0.4178
H -0.38570 5.30267 0.14506 0.3094
H -3.10194 6.68891 -0.20215 0.3452
H -1.93460 7.06276 1.06478 0.3812
H -2.70705 5.46746 1.02093 0.2715
```